Record 1
{"formula": "C39H51F3N5O27S", "method": "ωB97M-V/def2-TZVPD", "species": ["C", "C", "C", "C", "C", "C", "C", "O", "C", "F", "F", "F", "N", "C", "N", "N", "C", "C", "O", "O", "N", "S", "C", "O", "O", "C", "O", "C", "C", "C", "N", "C", "C", "H", "H", "H", "H", "H", "H", "H", "H", "H", "H", "H", "H", "H", "H", "H", "H", "H", "H", "H", "H", "H", "H", "H", "C", "C", "O", "C", "O", "O", "H", "H", "H", "H", "C", "C", "O", "C", "O", "O", "H", "H", "H", "H", "C", "C", "O", "C", "O", "O", "H", "H", "H", "H", "C", "C", "O", "C", "O", "O", "H", "H", "H", "H", "C", "C", "O", "C", "O", "O", "H", "H", "H", "H", "C", "C", "O", "C", "O", "O", "H", "H", "H", "H", "C", "C", "O", "C", "O", "O", "H", "H", "H", "H"], "coordinates": [[-0.6042, -3.0507, 2.3222], [-1.5603, -2.1864, 2.0149], [-2.4051, -0.9043, 1.5059], [-3.2502, -1.2551, 0.1615], [-2.6464, -0.3741, -1.0423], [-2.0426, -1.2622, -2.2665], [-3.2046, -2.0626, -3.0302], [-4.0909, -1.2254, -3.8168], [-5.4505, -1.4318, -3.4958], [-5.8849, -2.7709, -3.5739], [-6.2026, -0.7170, -4.4864], [-5.7492, -0.7972, -2.2613], [-1.6834, -0.1428, -3.2452], [-0.2622, 0.1942, -3.0482], [0.2432, 1.4118, -3.0168], [1.5979, 1.6012, -2.7935], [-0.5931, 2.6351, -3.1664], [-0.0105, 3.6707, -4.2636], [-0.0202, 3.2757, -5.4617], [0.4429, 4.9728, -3.9154], [0.3910, -1.1294, -2.9124], [0.7999, -1.7057, -4.4930], [2.6271, -2.1399, -4.6211], [-0.1026, -2.7816, -5.0279], [0.6312, -0.5023, -5.4222], [-0.5762, -1.9124, -2.0922], [-0.2279, -1.4561, -0.7305], [-0.3849, -3.4867, -1.9501], [-1.5040, -4.5081, -1.5750], [-1.3329, -6.0367, -1.4659], [-0.0614, -6.6368, -1.6723], [0.9944, -5.7409, -1.9748], [1.0042, -4.2111, -2.1649], [-0.0393, -4.0275, 2.5150], [-1.7098, -0.0067, 1.3750], [-3.0927, -0.6379, 2.3975], [-3.1506, -2.3842, -0.0106], [-4.3446, -0.9622, 0.3285], [-1.9161, 0.4473, -0.7118], [-3.5420, 0.1901, -1.5117], [-2.7242, -2.9010, -3.6398], [-3.8287, -2.5895, -2.2087], [-1.7178, -0.3919, -4.2491], [1.7680, 1.8835, -1.8022], [2.1426, 0.7259, -2.9035], [-1.6763, 2.4112, -3.4932], [-0.6952, 3.2019, -2.1623], [1.0156, 4.8708, -3.1161], [2.9977, -1.8195, -5.6501], [2.8353, -3.2362, -4.3900], [3.1398, -1.4654, -3.8297], [0.7540, -1.5517, -0.6803], [-2.5542, -4.0875, -1.3597], [-2.2150, -6.7354, -1.2156], [2.0291, -6.2405, -2.1027], [1.9644, -3.6475, -2.4114], [-4.9518, 5.1637, -2.5911], [-4.6963, 4.1117, -3.6274], [-4.1196, 3.0531, -2.8730], [-4.5323, 3.2097, -1.5832], [-4.3666, 2.3974, -0.7174], [-5.1563, 4.4048, -1.4069], [-5.8291, 5.7703, -2.8200], [-4.0918, 5.8242, -2.4434], [-5.6171, 3.7519, -4.0951], [-4.0125, 4.4513, -4.4072], [3.4650, -0.3630, 1.5644], [3.1766, 1.0798, 1.3002], [3.4073, 1.1980, -0.1010], [3.2497, -0.0389, -0.6377], [3.2073, -0.2606, -1.8242], [3.1426, -0.9885, 0.3231], [2.8552, -0.7681, 2.3734], [4.5178, -0.5458, 1.7878], [2.1364, 1.3456, 1.5110], [3.8328, 1.7459, 1.8620], [-0.5039, 7.6276, -0.4658], [-0.2514, 6.6106, -1.5377], [0.3099, 5.5213, -0.8179], [-0.1085, 5.6330, 0.4740], [0.0448, 4.7853, 1.3115], [-0.7229, 6.8267, 0.6907], [-1.3740, 8.2504, -0.6779], [0.3609, 8.2739, -0.2895], [-1.1713, 6.2737, -2.0241], [0.4414, 6.9691, -2.3001], [3.1226, 6.7887, 2.8635], [3.3717, 5.7752, 1.7885], [3.9304, 4.6811, 2.4993], [3.5133, 4.7894, 3.7919], [3.6647, 3.9412, 4.6232], [2.9016, 5.9856, 4.0143], [2.2538, 7.4151, 2.6539], [3.9893, 7.4320, 3.0417], [2.4484, 5.4465, 1.3034], [4.0645, 6.1381, 1.0270], [6.5428, -0.3915, 5.6906], [5.1038, -0.2648, 5.2937], [5.1804, 0.2607, 3.9747], [6.4002, -0.0803, 3.4790], [6.7264, 0.0608, 2.3315], [7.1998, -0.6020, 4.4466], [6.7164, -1.2285, 6.3686], [6.9343, 0.5223, 6.1473], [4.5945, -1.2245, 5.2601], [4.5488, 0.4081, 5.9484], [-5.2805, -5.7382, 1.8358], [-4.0402, -5.6212, 1.0036], [-3.2044, -4.7667, 1.7767], [-3.6267, -4.8820, 3.0717], [-3.0411, -4.4327, 4.0135], [-4.7954, -5.5731, 3.1558], [-5.7706, -6.7063, 1.7215], [-6.0043, -4.9461, 1.6222], [-3.5348, -6.5825, 0.8694], [-4.2381, -5.1839, 0.0231], [2.8488, -4.7819, 4.7296], [1.6721, -4.6825, 5.6521], [1.7932, -3.3707, 6.1847], [2.5164, -2.6420, 5.2947], [2.6619, -1.4516, 5.3539], [3.0540, -3.4338, 4.3270], [2.6502, -5.4194, 3.8666], [3.7494, -5.1406, 5.2362], [0.7173, -4.7630, 5.1243], [1.7013, -5.4291, 6.4470]], "atomic_forces_ev_per_a": [[-5.47, 3.80, -1.85], [5.47, -2.96, 0.85], [0.15, -1.62, 1.55], [1.07, 0.85, 0.76], [-1.24, -0.77, -0.59], [-0.61, 2.59, -1.77], [0.55, -2.06, 1.94], [-1.68, -1.25, 1.13], [-0.77, 1.89, -1.67], [1.18, 3.25, 0.89], [1.93, -1.90, 2.60], [0.39, -2.27, -2.54], [1.86, 1.75, -0.12], [-2.56, -1.27, -0.82], [-1.14, -2.25, 0.43], [0.83, 0.43, 0.41], [-1.21, 2.23, 0.47], [0.57, -1.75, -4.29], [-0.10, 2.14, 5.22], [-0.33, -2.95, 0.33], [0.35, 0.54, -0.48], [-1.96, 0.69, -7.01], [0.67, 0.55, 1.44], [2.35, 1.74, 2.94], [1.01, -2.13, 3.58], [-0.24, -1.16, 3.88], [0.68, -0.05, -1.35], [1.24, -5.10, -0.80], [1.28, 0.11, -0.45], [2.60, 2.72, -0.71], [-0.84, 4.24, -0.22], [-0.20, 1.48, -0.09], [-4.09, -1.41, 1.20], [-1.24, 2.16, -0.31], [-0.84, -1.48, 0.05], [0.96, -0.46, -1.57], [-0.25, 1.66, 0.15], [1.61, -0.56, -0.30], [-0.95, -1.51, -0.40], [1.66, -0.95, 0.55], [-0.80, 1.35, 0.34], [1.04, 0.86, -1.32], [-0.32, -0.05, 0.44], [-0.43, -0.07, -0.91], [-0.55, 0.62, -0.05], [1.93, -0.12, 0.48], [0.50, -1.24, -1.28], [-0.66, 0.12, -0.55], [-1.08, -0.49, 1.28], [-0.58, 1.53, -0.42], [-0.82, -1.20, -1.23], [-0.88, -0.13, 0.29], [1.88, -0.78, -0.39], [1.63, 1.41, -0.49], [-1.98, 0.78, 0.22], [-1.52, -1.01, 0.49], [-0.22, 0.80, -0.10], [-0.13, 0.12, -0.96], [0.08, 0.02, 0.57], [-0.07, -0.63, 0.96], [-0.03, 0.66, -0.78], [0.33, -0.66, -0.12], [0.05, -0.10, 0.21], [-0.03, -0.04, 0.00], [0.07, 0.01, 0.06], [0.02, -0.20, 0.09], [0.33, -0.37, 1.31], [-0.13, 0.65, 1.11], [-0.23, -0.86, -1.14], [0.38, -0.17, 0.57], [0.18, -0.27, 0.60], [-0.22, 0.62, -1.51], [0.00, -0.09, -0.22], [-0.14, 0.05, -0.21], [0.05, -0.01, -0.08], [0.00, -0.02, -0.24], [-0.14, 0.85, -0.05], [-0.13, 0.39, -0.82], [0.04, -0.17, 0.33], [-0.19, -0.75, 1.42], [-0.05, 0.84, -1.06], [0.37, -0.75, -0.22], [0.04, -0.12, 0.21], [-0.05, -0.06, -0.02], [0.06, 0.05, 0.03], [-0.04, -0.13, 0.11], [-0.13, 0.81, 0.01], [0.00, 0.12, -0.94], [-0.12, 0.01, 0.45], [0.03, -0.75, 1.00], [-0.11, 0.68, -0.78], [0.27, -0.57, -0.18], [0.00, -0.12, 0.22], [-0.04, -0.06, -0.01], [0.06, -0.02, 0.10], [0.07, -0.20, 0.12], [0.30, 0.13, 0.81], [-0.28, -0.14, 0.84], [0.69, -0.03, -0.50], [0.40, 0.09, -0.50], [-0.37, -0.13, 0.73], [-0.38, 0.23, -0.73], [0.12, 0.03, -0.21], [0.02, -0.06, -0.07], [0.33, 0.27, -0.05], [-0.05, -0.02, -0.28], [-0.87, -0.28, -0.27], [0.25, -0.17, -0.73], [-0.50, -0.25, 0.38], [0.68, 0.55, 1.16], [-0.51, -0.48, -0.80], [0.57, 0.25, -0.04], [0.05, 0.10, 0.19], [0.06, -0.03, 0.00], [-0.04, 0.03, 0.05], [0.12, 0.07, 0.10], [0.37, -0.80, -0.29], [-0.59, -0.69, 0.24], [0.54, 0.49, -0.45], [-0.38, 0.77, 0.25], [-0.66, -1.17, -0.18], [-0.20, 0.55, 0.33], [0.09, 0.22, -0.02], [-0.05, 0.05, -0.03], [0.04, 0.05, 0.05], [-0.03, 0.24, 0.04]], "mulliken_charge": [-0.60, -0.11, -0.53, 0.54, -1.14, 1.40, -0.79, -0.35, 0.77, -0.23, -0.27, -0.20, -0.46, -1.33, 1.11, -0.85, 0.23, 0.12, -0.50, -0.46, 0.79, 1.31, -0.71, -0.63, -0.62, 0.58, 0.16, 0.08, 0.44, -0.49, -0.56, -0.59, -0.49, 0.34, 0.24, 0.43, -0.48, 0.54, 0.16, 0.02, 0.39, 0.41, 0.40, 0.23, 0.36, 0.00, 0.26, 0.35, 0.41, 0.36, 0.17, 0.13, -0.36, 0.30, 0.31, 0.47, -0.25, -0.37, -0.26, 0.69, -0.48, -0.37, 0.34, 0.11, 0.26, 0.33, 0.30, -0.25, -0.30, 0.41, -0.69, -0.27, 0.16, -0.08, 0.25, 0.23, -0.51, -0.26, -0.13, 0.56, -0.54, -0.32, 0.33, 0.28, 0.17, 0.47, -0.37, 0.23, -0.29, 0.62, -0.52, -0.33, 0.29, 0.29, -0.23, 0.33, -0.41, 0.13, -0.20, 0.66, -0.57, -0.35, 0.35, 0.25, -0.21, 0.40, -0.48, -0.01, -0.14, 0.53, -0.51, -0.35, 0.34, 0.27, 0.11, 0.23, -0.35, -0.26, -0.35, 0.73, -0.54, -0.29, 0.31, 0.31, 0.18, 0.32], "charge": 1, "total_energy_ha": -4519.17718, "orbital_gap_ev": 7.192, "lumo_ha": -0.1414, "spin_multiplicity": 1}


Record 2
{"formula": "C18H42B3N3O8", "method": "ωB97M-V/def2-TZVPD", "species": ["C", "C", "B", "O", "B", "O", "B", "C", "C", "O", "N", "C", "C", "O", "H", "H", "H", "H", "H", "H", "H", "H", "H", "H", "H", "H", "C", "O", "C", "C", "N", "C", "C", "O", "C", "H", "H", "H", "H", "H", "H", "H", "H", "H", "H", "H", "H", "H", "H", "H", "C", "O", "C", "C", "N", "C", "C", "O", "C", "H", "H", "H", "H", "H", "H", "H", "H", "H", "H", "H", "H", "H", "H", "H"], "coordinates": [[-4.2795, -3.5023, 3.3102], [-3.6509, -3.6934, 2.1313], [-2.4511, -2.7602, 1.8778], [-2.5043, -1.3863, 2.1999], [-2.1221, -0.6195, 1.1271], [-1.6781, -1.3424, 0.0208], [-0.7416, -2.2422, 0.5610], [0.7904, -1.9806, 0.3371], [1.6434, -3.2254, 0.4764], [1.2503, -4.2441, -0.0754], [2.8667, -3.2519, 1.1790], [3.1702, -2.0342, 1.9359], [3.9765, -3.4955, 0.2191], [-1.2756, -3.2550, 1.3194], [-4.3402, -2.4826, 3.6671], [-4.6486, -4.3270, 3.9040], [-3.9618, -4.4415, 1.4132], [-2.1250, 0.5646, 1.1562], [1.0661, -1.1438, 0.9774], [0.9230, -1.6282, -0.6860], [3.5983, -1.2451, 1.3110], [3.9133, -2.2620, 2.6965], [2.3124, -1.6517, 2.4742], [3.8755, -2.8059, -0.6207], [3.9330, -4.5231, -0.1152], [4.8987, -3.2929, 0.7487], [-5.1742, 0.8196, -6.6854], [-4.1199, -0.1153, -6.8025], [-2.8383, 0.4019, -6.4655], [-2.3236, -0.2020, -5.1754], [-3.0803, 0.2734, -4.0247], [-2.8156, -0.4527, -2.7825], [-3.1589, -1.9426, -2.7374], [-4.5471, -2.2224, -2.7918], [-5.1125, -2.2612, -4.0888], [-6.0602, 0.3717, -7.1325], [-5.3988, 1.0514, -5.6386], [-4.9441, 1.7466, -7.2183], [-2.8500, 1.4943, -6.4136], [-2.1599, 0.1142, -7.2737], [-1.2726, 0.0752, -5.0486], [-2.3750, -1.2937, -5.2818], [-4.0671, 0.2025, -4.2317], [-3.3957, 0.0430, -2.0001], [-1.7623, -0.3202, -2.5212], [-2.8234, -2.3186, -1.7728], [-2.6162, -2.5223, -3.4941], [-4.4037, -2.6296, -4.8342], [-5.4888, -1.2795, -4.3895], [-5.9644, -2.9410, -4.0548], [2.6636, 1.6540, 1.1847], [3.7181, 1.5002, 2.1176], [4.8324, 2.3482, 1.8540], [4.9550, 3.4344, 2.9018], [3.8811, 4.4123, 2.7843], [3.7803, 5.3415, 3.9077], [3.4739, 4.7741, 5.2909], [2.1737, 4.2337, 5.4287], [2.0197, 2.8963, 4.9919], [1.9475, 0.8522, 1.3557], [2.1485, 2.6096, 1.3255], [3.0291, 1.5828, 0.1561], [4.7825, 2.7712, 0.8470], [5.7259, 1.7196, 1.9068], [5.9148, 3.9436, 2.7740], [4.9610, 2.9424, 3.8835], [3.0010, 3.9231, 2.6965], [2.9843, 6.0479, 3.6610], [4.7084, 5.9192, 3.9630], [3.5185, 5.6094, 5.9945], [4.2289, 4.0526, 5.6258], [2.9270, 2.3072, 5.1469], [1.7248, 2.8526, 3.9395], [1.2136, 2.4518, 5.5760]], "atomic_forces_ev_per_a": [[0.56, -0.18, -0.69], [-0.55, 0.76, 0.11], [-0.84, -0.14, -0.14], [0.18, -0.01, -0.15], [-0.56, -0.27, -0.02], [1.08, 0.93, 0.59], [0.10, -0.79, -0.90], [-0.09, -0.25, 0.17], [-0.49, -1.55, -0.07], [0.51, 0.90, 0.10], [-0.16, 1.34, -0.52], [0.34, -0.14, 0.21], [-0.62, -0.30, 0.61], [-0.13, 0.84, 0.30], [0.70, -0.13, 0.86], [-1.05, 0.15, -0.26], [0.78, -1.01, 0.57], [-0.17, 0.04, -0.03], [0.09, 0.05, 0.01], [0.04, 0.04, -0.13], [-0.14, 0.17, -0.07], [0.13, -0.14, 0.01], [-0.19, -0.04, 0.01], [0.22, -0.01, -0.18], [0.11, -0.09, -0.16], [0.25, -0.13, -0.05], [0.00, -0.15, -0.01], [-0.10, 0.20, 0.06], [0.23, -0.23, -0.14], [-0.21, 0.04, 0.11], [0.05, -0.12, -0.04], [-0.19, 0.10, -0.11], [0.15, 0.02, 0.17], [0.06, 0.00, -0.15], [-0.16, -0.04, 0.21], [0.02, -0.03, -0.01], [0.01, 0.12, -0.02], [-0.01, 0.04, 0.03], [-0.09, 0.01, 0.09], [0.01, 0.03, -0.01], [0.01, -0.02, 0.02], [0.12, -0.01, -0.09], [-0.02, 0.02, -0.02], [0.04, -0.04, 0.06], [0.02, -0.08, -0.02], [-0.03, -0.01, 0.02], [-0.10, 0.07, -0.14], [0.04, 0.07, -0.02], [0.06, -0.01, -0.14], [0.02, -0.02, 0.02], [0.04, 0.00, 0.22], [-0.15, 0.07, -0.32], [0.33, -0.16, 0.25], [-0.24, 0.05, -0.01], [0.06, -0.09, 0.12], [-0.14, 0.01, -0.20], [0.08, 0.23, 0.14], [0.09, -0.11, -0.05], [-0.21, 0.12, 0.08], [0.02, -0.01, 0.06], [-0.03, 0.01, -0.18], [-0.04, 0.04, -0.02], [-0.12, 0.06, 0.02], [0.01, 0.00, -0.03], [0.00, 0.01, 0.02], [0.14, -0.05, -0.01], [-0.02, -0.01, -0.02], [0.02, 0.05, 0.05], [0.03, -0.04, 0.04], [-0.02, 0.00, 0.01], [-0.04, -0.10, -0.10], [0.04, 0.01, -0.07], [0.10, -0.11, -0.04], [0.01, 0.02, 0.03]], "mulliken_charge": [-0.65, -0.23, 0.56, -0.53, 0.77, -0.46, 0.58, 0.28, 0.39, -0.62, -0.03, -1.14, -1.03, -0.66, 0.22, 0.27, 0.36, -0.16, -0.43, 0.28, 0.48, 0.33, 0.39, 0.35, 0.31, 0.40, -0.70, -0.34, -0.82, -0.16, -0.26, -0.57, -0.12, -0.45, -0.58, 0.24, 0.30, 0.34, 0.42, 0.40, 0.35, 0.17, 0.13, 0.27, 0.25, 0.04, 0.33, 0.29, 0.17, 0.30, -0.55, -0.28, -0.88, -0.23, -0.32, -0.69, -0.48, -0.43, -0.52, -0.15, 0.43, 0.44, 0.42, 0.39, 0.40, 0.17, 0.06, 0.37, 0.40, 0.35, 0.35, 0.26, 0.16, 0.32], "total_energy_ha": -1551.88666, "orbital_gap_ev": 8.947, "lumo_ha": 0.0142, "spin_multiplicity": 1}